DFT (ωB97M-V/def2-TZVPD) results for a single C3H7N3 molecule.

Geometry as XYZ:
```
13
Properties=species:S:1:pos:R:3
H 2.366 -1.257 -0.846
N 2.435 -0.204 -0.292
C 1.179 0.002 -0.060
N 0.654 1.280 0.173
N 0.218 -0.929 0.275
C -1.141 -0.531 0.117
C -1.827 0.392 -0.405
H 0.220 1.087 1.199
H 1.403 2.081 0.450
H 0.549 -1.952 0.115
H -1.908 -1.263 0.666
H -2.783 0.022 -0.542
H -1.365 1.271 -0.850
```

The calculation puts the relative energy (zero: lowest compared OMol25 entry of this formula, charge and spin) at 69.20 kcal/mol. The value obtained for the LUMO energy is 0.652 eV. The structure (SMILES) is [H]/N=C(/N)NC=C. The calculation puts the HOMO energy at -8.93 eV. Its spin multiplicity is 1. Its total charge is 0. The largest force on an atom is 8.1 eV/Å. The frontier orbital gap comes out at 9.58 eV.